{"formula": "C5H8MgO2", "method": "the ωB97M-V functional and the def2-TZVPD basis", "charge": 1, "e_tot_ev": -14841.97712, "e_lumo_ev": [-4.46, -5.10], "spin_multiplicity": 2, "elements": ["O", "C", "Mg", "O", "C", "C", "H", "H", "H", "H", "C", "H", "H", "C", "H", "H"], "coordinates": [[-0.2486, 0.2780, 0.0550], [-0.2024, -0.6791, -0.7972], [-1.8216, -1.7470, -2.0090], [1.0018, -1.1025, -1.0499], [2.1579, -0.5992, -0.4433], [3.1873, -1.4148, -0.2763], [4.1386, -1.0009, 0.0541], [2.1249, 0.4464, -0.1470], [3.1643, -2.4479, -0.6232], [-0.9781, 1.5319, -0.3967], [-1.7610, 0.4747, 1.1181], [-2.3786, -0.3830, 0.8335], [-1.2749, 0.5619, 2.0933], [-2.0906, 1.7315, 0.4679], [-3.0806, 1.7532, -0.0020], [-1.9384, 2.5968, 1.1227]], "mulliken_spin": [0.009, 0.026, 0.928, 0.016, 0.017, 0.000, 0.000, 0.002, 0.000, 0.001, -0.005, 0.013, -0.001, -0.006, 0.000, 0.001]}